Computed, not measured: C70H72Cl5F2FeO3PS2 as an isolated structure at a distorted geometry, with wB97M-V/def2-TZVPD.

Last column: Mulliken spin population.
Cartesian coordinates (Å):
1 Fe -0.130 0.107 -0.105  3.5595
2 C 8.276 2.432 -2.579  0.0001
3 C 7.084 1.796 -1.922  0.0001
4 C 6.913 1.911 -0.541  0.0000
5 C 5.823 1.338 0.086  0.0013
6 C 4.889 0.635 -0.670  0.0029
7 C 5.029 0.520 -2.040  -0.0003
8 C 6.130 1.097 -2.655  -0.0003
9 S 3.569 -0.051 0.327  -0.0042
10 O 2.301 -0.096 -0.499  0.0780
11 C 4.224 -1.738 0.531  0.0028
12 C 4.645 -1.965 1.857  0.0024
13 C 5.037 -3.204 2.264  -0.0003
14 C 5.038 -4.286 1.354  0.0005
15 C 5.345 -5.602 1.771  -0.0001
16 C 5.344 -6.634 0.876  0.0000
17 C 5.032 -6.396 -0.477  -0.0001
18 C 4.712 -5.140 -0.907  0.0004
19 C 4.701 -4.046 -0.005  -0.0004
20 C 4.284 -2.740 -0.408  -0.0028
21 C 3.863 -2.536 -1.817  -0.0049
22 C 4.823 -2.468 -2.866  0.0009
23 C 6.213 -2.519 -2.610  0.0002
24 C 7.112 -2.443 -3.636  -0.0001
25 C 6.665 -2.311 -4.965  0.0001
26 C 5.328 -2.251 -5.241  0.0002
27 C 4.371 -2.326 -4.203  -0.0002
28 C 2.982 -2.232 -4.462  -0.0011
29 C 2.073 -2.279 -3.446  -0.0017
30 C 2.528 -2.466 -2.130  0.0128
31 S 1.349 -2.525 -0.775  0.0086
32 O 0.180 -1.759 -1.343  -0.0118
33 C 0.937 -4.264 -0.903  0.0018
34 C 1.435 -5.101 0.082  -0.0007
35 C 1.091 -6.444 0.074  0.0004
36 C 0.226 -6.944 -0.893  0.0001
37 C -0.220 -8.378 -0.872  -0.0001
38 C -0.252 -6.083 -1.883  -0.0002
39 C 0.097 -4.746 -1.895  0.0001
40 H 8.406 3.456 -2.230  0.0000
41 H 8.179 2.440 -3.663  0.0000
42 H 9.186 1.886 -2.321  0.0000
43 H 7.636 2.463 0.047  0.0000
44 H 5.684 1.437 1.157  -0.0001
45 H 4.281 0.004 -2.626  -0.0004
46 H 6.241 1.000 -3.728  0.0000
47 H 4.634 -1.135 2.551  0.0002
48 H 5.335 -3.377 3.291  0.0000
49 H 5.574 -5.777 2.815  0.0000
50 H 5.575 -7.638 1.205  0.0000
51 H 5.031 -7.220 -1.179  0.0000
52 H 4.442 -4.975 -1.940  -0.0001
53 H 6.550 -2.624 -1.586  0.0000
54 H 8.173 -2.489 -3.428  0.0000
55 H 7.387 -2.247 -5.768  0.0000
56 H 4.981 -2.150 -6.262  0.0000
57 H 2.645 -2.113 -5.485  -0.0002
58 H 1.011 -2.169 -3.625  -0.0017
59 H 2.082 -4.703 0.854  0.0014
60 H 1.483 -7.100 0.841  0.0001
61 H 0.303 -8.940 -0.101  0.0000
62 H -0.040 -8.846 -1.840  0.0000
63 H -1.293 -8.429 -0.675  0.0000
64 H -0.914 -6.474 -2.646  0.0001
65 H -0.284 -4.070 -2.651  0.0015
66 Cl 1.386 -4.478 5.669  0.0006
67 C 0.706 -3.616 4.347  0.0029
68 C 1.162 -2.335 4.041  -0.0056
69 Cl 2.276 -1.540 5.080  -0.0004
70 C 0.657 -1.687 2.928  0.0064
71 Cl 1.174 -0.113 2.464  0.0215
72 C -0.349 -2.228 2.097  -0.0131
73 O -0.830 -1.562 1.111  0.1344
74 C -0.834 -3.501 2.478  0.0082
75 Cl -2.102 -4.164 1.533  0.0003
76 C -0.310 -4.180 3.568  -0.0005
77 Cl -0.921 -5.729 3.982  0.0001
78 C 2.728 1.888 -3.402  0.0027
79 C 2.743 3.316 -2.838  0.0002
80 C 2.710 4.343 -3.971  0.0004
81 C 1.593 3.462 -1.869  0.0003
82 C 0.297 3.676 -2.304  0.0016
83 C -0.777 3.740 -1.426  0.0025
84 C -2.157 4.030 -2.008  -0.0076
85 C -2.461 5.539 -2.031  0.0004
86 C -2.326 3.529 -3.451  0.0080
87 C -0.549 3.581 -0.037  -0.0196
88 C 0.776 3.401 0.424  0.0048
89 C 1.810 3.325 -0.506  -0.0074
90 C 1.112 3.335 1.904  0.0350
91 C 2.464 2.673 2.193  0.0019
92 C 1.129 4.722 2.566  -0.0023
93 C -1.700 3.920 0.879  0.0340
94 C -1.850 5.291 1.121  0.0026
95 C -2.952 5.810 1.773  -0.0004
96 C -3.999 4.964 2.103  0.0011
97 C -3.865 3.605 1.890  -0.0008
98 C -2.691 3.051 1.366  -0.0150
99 P -2.454 1.221 1.481  0.1479
100 C -4.005 0.461 0.635  0.0125
101 C -3.550 -0.895 0.081  0.0838
102 C -5.230 0.220 1.518  0.0005
103 C -4.412 1.360 -0.534  -0.0024
104 C -2.566 0.934 3.395  0.0347
105 C -1.341 1.590 4.031  0.0297
106 C -2.496 -0.573 3.648  0.0066
107 C -3.785 1.496 4.129  0.0025
108 H 3.631 1.691 -3.983  0.0005
109 H 1.858 1.753 -4.049  -0.0005
110 H 2.660 1.160 -2.593  -0.0071
111 H 3.673 3.454 -2.277  0.0001
112 H 1.910 4.122 -4.679  0.0000
113 H 3.653 4.326 -4.518  0.0000
114 H 2.555 5.351 -3.585  -0.0001
115 H 0.120 3.805 -3.364  -0.0006
116 H -2.900 3.534 -1.378  0.0036
117 H -1.625 6.080 -2.478  0.0000
118 H -2.639 5.933 -1.038  0.0002
119 H -3.353 5.725 -2.632  0.0001
120 H -1.857 4.221 -4.151  0.0005
121 H -3.387 3.485 -3.698  -0.0015
122 H -1.892 2.543 -3.619  -0.0135
123 H 2.831 3.206 -0.163  0.0005
124 H 0.330 2.742 2.371  0.0070
125 H 2.636 1.794 1.572  0.0020
126 H 2.503 2.371 3.240  -0.0002
127 H 3.277 3.380 2.020  0.0001
128 H 0.132 5.135 2.679  0.0002
129 H 1.575 4.647 3.559  -0.0001
130 H 1.728 5.419 1.976  0.0003
131 H -1.074 5.959 0.768  -0.0006
132 H -3.020 6.871 1.972  0.0000
133 H -4.907 5.356 2.543  0.0003
134 H -4.692 2.960 2.144  0.0007
135 H -3.213 -1.568 0.867  -0.0158
136 H -2.718 -0.780 -0.615  0.0144
137 H -4.375 -1.374 -0.452  0.0023
138 H -5.031 -0.492 2.317  0.0007
139 H -6.020 -0.206 0.894  -0.0011
140 H -5.628 1.134 1.953  0.0013
141 H -3.580 1.505 -1.225  0.0041
142 H -4.761 2.336 -0.202  0.0004
143 H -5.228 0.882 -1.080  0.0006
144 H -0.416 1.197 3.620  -0.0101
145 H -1.336 1.376 5.103  0.0001
146 H -1.361 2.676 3.914  0.0005
147 H -1.539 -0.974 3.334  0.0136
148 H -3.282 -1.119 3.127  -0.0015
149 H -2.603 -0.768 4.717  0.0003
150 H -4.712 1.003 3.848  0.0005
151 H -3.887 2.569 4.005  -0.0001
152 H -3.630 1.313 5.195  0.0001
153 F -1.218 -0.437 -3.033  0.0670
154 C -1.213 0.517 -2.123  0.6972
155 F 0.027 1.134 -2.191  0.0254
156 H -1.983 1.250 -2.369  0.0504

Properties
Total charge   +1
Spin multiplicity   6
Orbital gap (spin up / spin down)   7.55 / 6.03 eV